[1]
Density functional theory data (wB97M-V/def2-TZVPD) for a 2-piece molecular cluster, C2H9NS2 overall at a distorted geometry.

Summary:
Molar mass, g mol⁻¹: 111.23
SMILES string: CSS.CN
E_tot, eV: -25379.39320
Kohn-Sham gap, eV: 9.060
HOMO level, eV: -8.65

Atoms and positions in Å:
C 1.038 3.884 -1.054
N 1.150 2.470 -0.759
H 2.112 4.194 -0.803
H 0.551 4.171 -2.019
H 0.590 4.355 -0.163
H 0.308 1.980 -0.691
H 1.861 2.394 -0.031
C -0.521 -3.839 1.479
S -0.369 -2.817 0.039
S -2.278 -1.919 -0.155
H -1.594 -3.944 1.776
H -0.160 -4.828 1.250
H 0.148 -3.354 2.235
H -2.836 -2.746 -1.105



[2]
Density functional theory data (wB97M-V/def2-TZVPD) for an isolated ion of composition C19H25N2 and charge +1 at a distorted geometry.

Summary:
Molar mass, g mol⁻¹: 281.42
SMILES string: Cc1ccccc1CN1CC[NH+](Cc2ccccc2)CC1
E_tot, eV: -23083.00556
Total charge: +1
Kohn-Sham gap, eV: 9.159
HOMO level, eV: -11.74

Atoms and positions in Å:
C -3.746 -0.398 -1.720
C -3.069 -0.981 -0.515
C -3.102 -2.357 -0.315
C -2.505 -2.944 0.786
C -1.871 -2.152 1.727
C -1.836 -0.783 1.544
C -2.417 -0.186 0.430
C -2.269 1.310 0.291
N -0.850 1.624 0.161
C -0.475 3.002 0.381
H -0.673 3.634 -0.500
H -1.051 3.408 1.213
C 1.025 3.036 0.738
N 1.722 1.847 0.174
H 2.715 2.072 0.064
C 1.190 1.547 -1.177
H 1.320 2.443 -1.787
H 1.776 0.738 -1.616
C -0.292 1.154 -1.093
H -0.821 1.578 -1.963
H -0.408 0.068 -1.126
C 1.671 0.662 1.090
C 2.385 -0.519 0.493
C 3.760 -0.472 0.283
C 4.419 -1.555 -0.271
C 3.709 -2.696 -0.612
C 2.342 -2.752 -0.396
C 1.680 -1.666 0.152
H 0.616 -1.718 0.332
H 1.789 -3.642 -0.651
H 4.224 -3.542 -1.038
H 5.485 -1.513 -0.427
H 4.327 0.405 0.569
H 2.148 0.957 2.029
H 0.620 0.431 1.269
H 1.161 3.025 1.820
H 1.484 3.942 0.340
H -2.848 1.700 -0.556
H -2.629 1.791 1.203
H -1.364 -0.154 2.287
H -1.416 -2.595 2.600
H -2.545 -4.015 0.914
H -3.609 -2.979 -1.037
H -3.040 0.137 -2.354
H -4.532 0.294 -1.423
H -4.200 -1.187 -2.313



[3]
Density functional theory data (wB97M-V/def2-TZVPD) for a 16-piece molecular cluster, C47H136N20O17 overall at a distorted geometry.

Summary:
Molar mass, g mol⁻¹: 1253.73
E_tot, eV: -115552.56377
Kohn-Sham gap, eV: 8.928
HOMO level, eV: -8.40

Atoms and positions in Å:
C -5.739 -2.529 0.481
O -4.618 -2.814 0.877
N -6.708 -2.253 1.395
N -6.123 -2.369 -0.831
H -6.356 -2.326 2.303
H -7.669 -2.142 1.114
H -7.127 -2.214 -0.890
H -5.672 -2.984 -1.450
C -1.516 -3.765 3.001
O -1.761 -4.832 2.411
N -2.284 -2.684 2.678
N -0.473 -3.640 3.795
H -2.982 -2.788 1.932
H -2.168 -1.787 3.178
H 0.118 -4.395 3.853
H -0.260 -2.747 4.190
C -0.965 0.657 -0.311
O -1.020 1.762 0.220
N -1.511 0.307 -1.530
N -0.544 -0.400 0.464
H -1.522 1.064 -2.217
H -1.098 -0.532 -1.968
H 0.070 -0.222 1.230
H -0.451 -1.249 -0.034
C -1.167 -3.866 -1.508
O -0.770 -2.810 -2.125
N -2.152 -3.854 -0.506
N -0.479 -5.014 -1.764
H -2.525 -2.917 -0.423
H -2.105 -4.535 0.279
H 0.060 -5.027 -2.599
H -0.886 -5.875 -1.452
C 0.916 -7.193 2.179
O 1.902 -7.854 1.941
N 0.289 -7.126 3.446
N 0.193 -6.450 1.234
H 0.519 -7.898 4.091
H -0.706 -6.871 3.469
H -0.417 -5.719 1.625
H 0.614 -6.282 0.357
C 1.724 2.448 2.771
C 2.867 1.727 3.482
O 2.371 0.911 4.520
O 0.942 1.573 2.094
H 2.274 3.103 2.101
H 1.116 3.084 3.483
H 3.576 2.386 3.929
H 3.287 1.036 2.750
H 2.849 0.984 5.358
H 0.351 2.029 1.468
C 4.041 -0.899 7.476
C 4.950 0.088 6.898
C 5.583 -0.231 5.574
O 6.227 0.908 5.167
C 6.383 1.008 3.783
N 4.229 1.383 6.690
H 3.704 -0.651 8.468
H 4.435 -1.945 7.510
H 3.087 -0.999 6.919
H 5.714 0.236 7.676
H 4.874 -0.462 4.743
H 6.240 -1.109 5.657
H 6.599 2.017 3.583
H 5.405 0.714 3.283
H 7.203 0.408 3.469
H 4.887 2.053 6.357
H 3.875 1.782 7.549
C 0.447 -3.360 -5.543
C 1.601 -4.435 -5.384
C 2.913 -4.033 -5.968
O 3.498 -2.985 -5.251
C 4.854 -2.757 -5.535
N 1.754 -4.759 -3.988
H -0.492 -3.654 -5.110
H 0.189 -3.033 -6.546
H 0.722 -2.393 -5.042
H 1.326 -5.369 -5.925
H 2.785 -3.776 -7.002
H 3.549 -4.948 -5.923
H 4.987 -2.311 -6.496
H 5.370 -3.652 -5.404
H 5.196 -2.052 -4.746
H 2.210 -5.671 -4.003
H 2.363 -3.996 -3.536
C -4.423 0.790 1.296
C -5.310 1.802 2.059
C -4.631 3.164 2.202
O -3.556 3.148 3.120
C -2.504 3.928 2.791
N -6.591 1.960 1.414
H -3.370 0.776 1.696
H -4.278 1.044 0.247
H -4.834 -0.179 1.287
H -5.561 1.506 3.090
H -5.321 3.984 2.432
H -4.238 3.366 1.176
H -1.925 3.460 1.921
H -1.881 3.988 3.668
H -2.651 4.978 2.543
H -6.800 1.518 0.539
H -6.829 2.973 1.352
C 4.669 -5.296 1.163
C 4.729 -4.176 2.178
C 3.379 -4.105 2.907
O 3.288 -3.006 3.761
C 2.777 -1.898 3.045
N 5.894 -4.332 3.097
H 4.191 -6.173 1.525
H 5.588 -5.680 0.724
H 3.992 -4.955 0.333
H 4.812 -3.236 1.631
H 3.214 -4.985 3.556
H 2.533 -4.058 2.178
H 3.143 -1.912 1.971
H 3.118 -1.093 3.638
H 1.674 -1.957 2.997
H 5.842 -3.605 3.814
H 5.884 -5.242 3.494
C 1.834 0.740 -5.445
C 0.646 1.586 -4.889
C -0.631 0.811 -4.806
O -1.634 1.756 -4.405
C -3.013 1.208 -4.473
N 1.054 2.054 -3.566
H 2.145 -0.005 -4.690
H 2.706 1.407 -5.416
H 1.671 0.244 -6.383
H 0.502 2.506 -5.463
H -0.613 -0.049 -4.113
H -0.841 0.335 -5.777
H -3.669 2.060 -4.152
H -3.143 0.379 -3.797
H -3.256 0.824 -5.438
H 0.275 2.485 -3.021
H 1.709 1.504 -2.985
C -4.444 -3.692 -5.578
C -4.670 -3.391 -4.106
C -4.603 -4.754 -3.413
O -4.936 -4.713 -2.016
C -4.633 -5.960 -1.312
N -3.692 -2.432 -3.642
H -5.176 -4.462 -5.733
H -3.352 -3.977 -5.664
H -4.643 -2.861 -6.276
H -5.670 -2.947 -3.916
H -3.570 -5.138 -3.447
H -5.248 -5.339 -4.004
H -3.859 -6.576 -1.854
H -5.516 -6.686 -1.121
H -4.330 -5.643 -0.356
H -3.765 -2.220 -2.641
H -2.797 -2.874 -3.681
C -0.199 -0.490 6.497
C -1.497 -0.156 5.810
C -2.079 1.198 6.374
O -3.394 1.314 5.905
C -3.979 2.538 6.232
N -1.346 -0.174 4.365
H 0.490 0.301 6.128
H 0.154 -1.485 6.126
H -0.256 -0.571 7.580
H -2.294 -0.880 6.106
H -1.480 2.082 6.011
H -2.119 1.178 7.440
H -4.183 2.865 7.281
H -4.963 2.565 5.770
H -3.413 3.345 5.761
H -2.158 0.229 3.825
H -0.581 0.477 4.109
C 0.939 9.625 -4.239
C 0.567 8.177 -4.176
C -0.823 7.843 -4.596
O -1.012 6.458 -4.501
C -2.275 5.991 -4.874
N 1.539 7.425 -4.999
H 0.727 10.094 -3.245
H 0.448 10.151 -5.048
H 1.991 9.707 -4.476
H 0.696 7.880 -3.098
H -0.839 8.110 -5.667
H -1.521 8.456 -4.053
H -3.025 6.571 -4.312
H -2.340 4.924 -4.642
H -2.380 6.019 -5.971
H 1.374 6.378 -4.813
H 2.460 7.493 -4.673
C 4.961 1.918 -0.437
C 3.736 1.549 -1.320
C 3.717 -0.019 -1.224
O 2.647 -0.500 -2.049
C 2.469 -1.851 -2.151
N 2.587 2.159 -0.692
H 4.821 1.764 0.674
H 5.244 2.973 -0.654
H 5.833 1.281 -0.785
H 3.927 1.832 -2.335
H 3.563 -0.412 -0.216
H 4.710 -0.241 -1.634
H 1.708 -2.030 -2.973
H 1.956 -2.343 -1.292
H 3.440 -2.338 -2.456
H 1.723 1.908 -1.094
H 2.557 1.719 0.240
C -1.265 4.198 -1.926
C -0.507 5.432 -1.527
C -0.717 5.722 -0.040
O -1.981 6.333 0.241
C -1.823 7.752 0.421
N 0.896 5.460 -1.773
H -0.981 3.426 -1.288
H -1.312 3.963 -2.976
H -2.331 4.243 -1.622
H -0.960 6.220 -2.104
H 0.012 6.405 0.362
H -0.722 4.811 0.502
H -2.752 7.917 0.922
H -1.667 8.227 -0.509
H -0.926 7.980 1.073
H 1.446 4.783 -1.268
H 0.930 5.216 -2.788



[4]
Density functional theory data (wB97M-V/def2-TZVPD) for a 2-piece molecular cluster, C4H2N2 overall at a distorted geometry.

Summary:
Molar mass, g mol⁻¹: 78.07
E_tot, eV: -7155.52535
Kohn-Sham gap, eV: 10.837
HOMO level, eV: -10.19

Atoms and positions in Å:
C 0.101 2.798 1.243
C -0.401 -2.672 -1.108
C -0.011 1.823 0.474
C -0.355 0.308 -1.406
N 0.347 -2.010 -0.571
N -0.314 1.049 -0.492
H 0.293 3.546 1.950
H -1.235 -3.096 -1.584



[5]
Density functional theory data (wB97M-V/def2-TZVPD) for a 2-piece molecular cluster, C2H8NO overall at a distorted geometry.

Summary:
Molar mass, g mol⁻¹: 62.09
E_tot, eV: -5734.43798
Total charge: +1
Kohn-Sham gap, eV: 10.833
HOMO level, eV: -14.77

Atoms and positions in Å:
N -0.267 2.385 0.544
H -0.042 2.889 1.405
H 0.605 2.215 0.040
H -0.871 2.823 -0.159
H -0.532 1.385 0.828
O -0.667 -0.330 0.549
C -0.031 -0.862 -0.339
C 0.272 -2.311 -0.415
H 0.368 -0.236 -1.164
H 1.306 -2.438 -0.079
H -0.371 -2.887 0.244
H 0.231 -2.632 -1.454